(1)
DFT (wB97M-V/def2-TZVPD) results for a 2-piece molecular cluster, C6H10O overall.

Element x y z (Å)
O  -1.02228  -0.98541  0.19835
C  -1.39899  2.21328  -0.03306
C  -0.42513  1.33018  0.68313
C  -0.11409  -2.09025  0.04624
C  1.14507  -1.97501  -0.72678
C  1.26507  -1.97178  0.56696
C  -0.39883  0.01456  0.88013
H  -0.68110  -3.01879  0.07536
H  1.63724  -1.92093  -1.68458
H  0.33039  1.84623  1.27006
H  -0.99050  2.74637  -0.90013
H  0.16935  0.49172  -1.55540
H  0.23345  -0.34642  1.68425
H  -1.68882  2.97661  0.69919
H  0.42918  -0.07958  -1.95247
H  1.88849  -1.84291  1.43738
H  -2.30266  1.67899  -0.33534

**E_LUMO**: 1.2 eV
**Structure (SMILES)**: C/C=C\OC1C=C1.[H][H]
**Strongest force on any atom**: 0.392 eV/A
**Highest occupied orbital energy**: -8.5035 eV
**HOMO-LUMO gap**: 9.67 eV
**Energy relative to the best compared isomer or geometry (same formula, charge and spin)**: 104.79 kcal per mole

(2)
DFT (wB97M-V/def2-TZVPD) results for C6H10O as an isolated structure.

Element x y z (Å)
O  -1.37091  -0.34638  -1.10513
C  1.66096  -0.56852  -0.30251
C  0.88421  0.40604  0.54757
C  0.03239  1.45088  -0.18495
C  -1.10142  -0.23843  1.04170
C  -1.32152  -1.29571  -0.02230
C  -1.29473  0.73314  -0.14198
H  -0.56894  -2.08249  -0.16416
H  2.52215  -0.04397  -0.73867
H  0.07793  -0.11650  1.43818
H  1.05219  -0.94742  -1.12785
H  -0.01959  2.38570  0.38285
H  -2.20076  1.35022  -0.17262
H  -2.30050  -1.77786  0.12148
H  1.51130  0.82805  1.34305
H  0.38694  1.67068  -1.19899
H  2.05031  -1.40742  0.28434

**E_LUMO**: 0.9 eV
**Strongest force on any atom**: 0.368 eV/A
**Highest occupied orbital energy**: -8.0336 eV
**HOMO-LUMO gap**: 8.93 eV
**Energy relative to the best compared isomer or geometry (same formula, charge and spin)**: 110.27 kcal per mole

(3)
DFT (wB97M-V/def2-TZVPD) results for one molecule with the formula C6H10O in a non-equilibrium geometry.

Element x y z (Å)
O  0.72394  -1.11271  -0.87184
C  1.36109  -0.53542  0.25500
C  1.55586  0.93417  0.02597
C  -0.50020  -1.58434  -0.36947
C  -0.94934  1.02959  -0.27708
C  -1.23420  -0.31959  0.45713
C  0.44918  1.64332  -0.19121
H  -1.02123  -0.09492  1.53923
H  -1.17627  0.83992  -1.32802
H  2.20726  -1.14346  0.57256
H  0.52416  2.72150  -0.36755
H  -1.65931  1.80491  0.04843
H  2.54573  1.38168  0.06220
H  -0.28380  -2.48114  0.24698
H  0.61321  -0.58803  1.03711
H  -1.00171  -1.99899  -1.26862
H  -2.30778  -0.50679  0.48687

**E_LUMO**: 1.1 eV
**Structure (SMILES)**: C1=CCOCCC1
**Strongest force on any atom**: 1.383 eV/A
**Highest occupied orbital energy**: -9.1366 eV
**HOMO-LUMO gap**: 10.24 eV
**Energy relative to the best compared isomer or geometry (same formula, charge and spin)**: 43.17 kcal per mole

(4)
DFT (wB97M-V/def2-TZVPD) results for a 2-piece molecular cluster, C6H10O overall.

Element x y z (Å)
O  0.54133  -1.83784  -0.82027
C  -1.90338  0.43800  0.01759
C  0.19689  0.69872  1.36806
C  0.17495  -0.69107  -0.67645
C  -1.18180  -0.20946  -1.14378
C  0.96100  0.36191  0.07450
C  -1.28804  0.82293  1.13554
H  -2.98111  0.55314  -0.07780
H  -1.05045  0.51281  -1.96348
H  0.58791  1.62880  1.79806
H  0.38488  -0.08435  2.11522
H  3.44515  -1.73108  -1.04014
H  1.02605  1.26257  -0.55002
H  -1.73784  -1.06289  -1.54252
H  -1.87779  1.23985  1.94976
H  1.97269  0.00774  0.28497
H  2.72955  -1.90979  -0.92924

**E_LUMO**: 0.9 eV
**Structure (SMILES)**: O=C1CC=CCC1.[H][H]
**Strongest force on any atom**: 0.471 eV/A
**Highest occupied orbital energy**: -9.3573 eV
**HOMO-LUMO gap**: 10.25 eV
**Energy relative to the best compared isomer or geometry (same formula, charge and spin)**: 21.34 kcal per mole

(5)
DFT (wB97M-V/def2-TZVPD) results for one molecule with the formula C6H10O in a non-equilibrium geometry.

Element x y z (Å)
O  -0.43720  1.27766  -0.79818
C  -0.85807  0.03989  -1.36895
C  -0.87266  -1.16744  -0.35839
C  -0.35493  0.83779  0.55308
C  0.24373  -0.55643  0.58189
C  1.63661  -0.76476  -0.08950
C  0.52152  0.54187  1.69968
H  -1.31832  0.83332  1.04948
H  1.55045  -1.35595  -0.92557
H  2.25515  -1.25269  0.58798
H  -0.14261  0.43055  2.52377
H  -0.15478  -0.16300  -2.18653
H  1.54701  0.76124  1.91992
H  -0.52177  -2.12138  -0.77150
H  -1.85080  -1.29155  0.13337
H  -1.84375  0.11702  -1.77612
H  2.07984  0.23565  -0.27626

**E_LUMO**: 1.0 eV
**Structure (SMILES)**: C[C@]12CCO[C@@H]1C2
**Strongest force on any atom**: 3.763 eV/A
**Highest occupied orbital energy**: -8.2384 eV
**HOMO-LUMO gap**: 9.26 eV
**Energy relative to the best compared isomer or geometry (same formula, charge and spin)**: 100.14 kcal per mole

(6)
DFT (wB97M-V/def2-TZVPD) results for one molecule with the formula C6H10O.

Element x y z (Å)
O  1.97554  0.23658  1.02288
C  0.11846  0.83164  -0.52068
C  2.10926  -0.75819  0.10504
C  0.74750  0.98151  0.82782
C  -2.15259  -0.06035  0.19537
C  -1.18422  0.64040  -0.71706
C  1.06920  -1.47995  -0.30497
H  -3.16275  0.34851  0.11122
H  1.08432  -2.02302  -1.23904
H  1.00983  2.04389  0.90138
H  -2.20859  -1.11562  -0.11971
H  0.75387  1.08998  -1.36722
H  0.15233  -1.51698  0.27118
H  0.03023  0.74624  1.62114
H  -1.87208  -0.06426  1.25357
H  3.09897  -0.81012  -0.34568
H  -1.56928  0.90973  -1.69524

**E_LUMO**: 1.1 eV
**Structure (SMILES)**: C=COC/C=C\C
**Strongest force on any atom**: 0.887 eV/A
**Highest occupied orbital energy**: -8.4507 eV
**HOMO-LUMO gap**: 9.52 eV
**Energy relative to the best compared isomer or geometry (same formula, charge and spin)**: 48.54 kcal per mole

(7)
DFT (wB97M-V/def2-TZVPD) results for C6H10O as an isolated structure.

Element x y z (Å)
O  -0.18596  0.30777  1.80244
C  1.06520  -0.68272  0.39004
C  0.23333  0.60893  0.44234
C  0.19087  -1.86459  0.77201
C  -0.55063  1.19502  -1.90285
C  0.61790  -0.87021  1.79285
C  -0.95922  0.86571  -0.46907
H  1.22905  -1.11011  2.65366
H  -0.87049  -1.90105  0.53552
H  0.71408  -2.81762  0.74443
H  0.09795  2.07827  -1.94034
H  -1.42584  1.40134  -2.52840
H  0.90598  1.47782  0.42048
H  -1.63084  -0.00137  -0.45578
H  -0.00561  0.35930  -2.35566
H  -1.52997  1.69938  -0.03549
H  2.10420  -0.74586  0.13382

**E_LUMO**: 1.2 eV
**Strongest force on any atom**: 0.646 eV/A
**Highest occupied orbital energy**: -9.2176 eV
**HOMO-LUMO gap**: 10.38 eV
**Energy relative to the best compared isomer or geometry (same formula, charge and spin)**: 41.27 kcal per mole

(8)
DFT (wB97M-V/def2-TZVPD) results for one molecule with the formula C6H10O.

Element x y z (Å)
O  3.12723  0.08810  -0.13038
C  -2.10908  -0.25101  0.11321
C  -1.09633  0.77588  -0.34155
C  0.93689  -0.91059  -0.24176
C  -0.07807  1.33224  0.61607
C  2.41929  -0.87296  0.05077
C  0.36506  0.45640  -0.52213
H  -2.98611  0.24074  0.54849
H  0.86527  0.96950  -1.33991
H  2.84699  -1.82015  0.44737
H  -2.45229  -0.87212  -0.72244
H  0.16449  2.39023  0.58381
H  -1.70063  -0.91869  0.87964
H  0.79810  -1.59173  -1.09669
H  0.44073  -1.40353  0.60459
H  -1.49198  1.48802  -1.06417
H  -0.04954  0.89966  1.61507

**E_LUMO**: 1.1 eV
**Structure (SMILES)**: C[C@H]1C[C@H]1CC=O
**Strongest force on any atom**: 0.516 eV/A
**Highest occupied orbital energy**: -9.7168 eV
**HOMO-LUMO gap**: 10.77 eV
**Energy relative to the best compared isomer or geometry (same formula, charge and spin)**: 16.00 kcal per mole

(9)
DFT (wB97M-V/def2-TZVPD) results for C6H10O as an isolated structure in a non-equilibrium geometry.

Element x y z (Å)
O  -0.72611  -0.00151  -2.18125
C  0.74841  0.23322  -0.81165
C  0.62449  -0.30087  0.74235
C  -0.07335  -0.92060  -1.24735
C  -0.46578  1.05909  -1.19946
C  0.28654  0.67695  1.87834
C  -0.55437  -1.19907  0.20597
H  0.40181  -1.77171  -1.74603
H  1.11388  1.36794  2.06272
H  -0.53400  -2.25778  0.49225
H  1.02567  0.33930  -1.96766
H  -1.55775  -0.82387  0.42532
H  -0.60774  1.27311  1.66076
H  -1.33064  1.09321  -0.53757
H  0.08800  0.14960  2.82593
H  -0.25785  2.05966  -1.59675
H  1.46203  -0.92710  1.06490

**E_LUMO**: 1.1 eV
**Strongest force on any atom**: 4.075 eV/A
**Highest occupied orbital energy**: -9.1689 eV
**HOMO-LUMO gap**: 10.27 eV
**Energy relative to the best compared isomer or geometry (same formula, charge and spin)**: 100.48 kcal per mole

(10)
DFT (wB97M-V/def2-TZVPD) results for one molecule with the formula C6H10O.

Element x y z (Å)
O  0.66218  1.35862  -0.04164
C  -1.65018  -0.83526  0.60421
C  -0.34819  -1.58222  0.77544
C  -1.36066  0.06549  -0.61436
C  2.38843  1.33560  -0.11087
C  0.16746  0.14811  -0.70278
C  0.63961  -1.07292  0.03835
H  -2.50180  -1.50210  0.43261
H  1.67647  -1.38055  0.01222
H  2.43876  1.88253  -1.07150
H  -1.72944  -0.42255  -1.52248
H  -0.24612  -2.43266  1.44350
H  0.55068  0.25427  -1.71868
H  -1.88888  -0.25685  1.50750
H  2.50597  2.15895  0.62347
H  -1.82193  1.05565  -0.56417
H  0.51763  1.22589  0.90918

**E_LUMO**: 0.7 eV
**Strongest force on any atom**: 0.422 eV/A
**Highest occupied orbital energy**: -7.4544 eV
**HOMO-LUMO gap**: 8.18 eV
**Energy relative to the best compared isomer or geometry (same formula, charge and spin)**: 96.11 kcal per mole

(11)
DFT (wB97M-V/def2-TZVPD) results for one molecule with the formula C6H10O in a non-equilibrium geometry.

Element x y z (Å)
O  -0.79017  0.68983  -3.60195
C  0.08863  -0.62063  -0.05505
C  -0.48686  0.16603  -1.09229
C  0.31579  -0.12518  1.35535
C  -0.62588  -0.26333  -2.49050
C  -0.55835  0.79087  1.94559
C  1.48593  -0.44931  2.22596
H  -1.28082  0.85683  -0.72679
H  -0.44390  1.30182  2.90757
H  -1.40878  -1.06623  -2.64536
H  1.11720  -0.69309  3.20298
H  0.64333  -1.42930  -0.45997
H  0.34797  -0.68558  -2.82158
H  -1.25150  1.39240  1.33509
H  -1.41206  1.28839  -3.23674
H  1.91059  -1.40453  1.77323
H  2.34889  0.25101  2.38446

**E_LUMO**: 0.2 eV
**Structure (SMILES)**: C=C(C)/C=C/CO
**Strongest force on any atom**: 4.493 eV/A
**Highest occupied orbital energy**: -8.4836 eV
**HOMO-LUMO gap**: 8.69 eV
**Energy relative to the best compared isomer or geometry (same formula, charge and spin)**: 62.87 kcal per mole

(12)
DFT (wB97M-V/def2-TZVPD) results for C6H10O as an isolated structure.

Element x y z (Å)
O  1.93535  -0.32849  -0.88388
C  0.81117  0.17931  0.83905
C  -1.66729  0.82098  -0.00886
C  1.71012  0.83324  -0.21086
C  -0.24261  -1.38119  -0.31269
C  -0.68671  -0.18088  0.56612
C  1.21123  -1.11251  0.09081
H  -1.77292  1.69735  0.64025
H  -0.63733  -2.35434  -0.00731
H  -1.08066  -0.55925  1.51705
H  -1.34557  1.17051  -0.99616
H  1.07698  0.41618  1.87143
H  -0.40585  -1.24794  -1.38659
H  1.83531  -1.91098  0.49368
H  0.51116  1.76952  -1.21371
H  -2.65390  0.35567  -0.11866
H  1.40153  1.83282  -0.87968

**E_LUMO**: 0.8 eV
**Strongest force on any atom**: 0.332 eV/A
**Highest occupied orbital energy**: -7.8405 eV
**HOMO-LUMO gap**: 8.61 eV
**Energy relative to the best compared isomer or geometry (same formula, charge and spin)**: 127.18 kcal per mole